Below is a molecular structure, C47H36Cl4NO2P2PbSi, with properties calculated with ωB97M-V with the def2-TZVPD basis set.

XYZ file:
```
94
Properties=species:S:1:pos:R:3:lowdin_charge:R:1
Pb 0.63346 0.72225 0.69636 1.05
C 1.52086 4.78045 -0.96842 -0.05
C 2.47563 5.24737 -0.08081 -0.05
C 2.94259 4.42527 0.93188 -0.01
C 2.45742 3.12650 1.08225 -0.19
C 1.46977 2.68668 0.20278 -0.27
C 1.01286 3.49601 -0.81752 -0.14
C 2.99320 2.23872 2.14684 -0.20
C 4.25535 2.49919 2.72898 0.03
C 4.74645 1.65483 3.67354 0.04
C 3.99476 0.52915 4.07161 -0.14
C 4.45618 -0.39409 5.03626 -0.01
C 3.70480 -1.48473 5.36669 -0.05
C 2.46153 -1.69624 4.73580 -0.05
C 1.99699 -0.81849 3.79726 -0.08
C 2.74971 0.32096 3.44578 -0.20
N 2.27688 1.18682 2.49539 0.07
H 1.16586 5.40878 -1.77491 0.11
H 2.86422 6.25221 -0.17603 0.11
H 3.67981 4.81448 1.62016 0.11
H 0.27123 3.14327 -1.52135 0.06
H 4.84272 3.33702 2.38864 0.11
H 5.72325 1.82276 4.10971 0.13
H 5.41805 -0.22144 5.50223 0.12
H 4.05959 -2.18946 6.10614 0.11
H 1.86544 -2.56144 4.99808 0.11
H 1.03885 -0.98938 3.32650 0.05
Cl 1.55404 0.69542 -2.78174 0.78
C 0.32449 1.48907 -3.71040 -0.65
C 0.67363 2.00540 -4.94858 -0.09
C -0.28266 2.66137 -5.70552 -0.06
C -1.57616 2.80175 -5.22311 -0.06
C -1.91028 2.28526 -3.98288 -0.06
C -0.96660 1.61602 -3.20115 -0.40
P -1.44635 0.92088 -1.57494 1.05
C -2.84485 1.98627 -1.09884 -0.41
C -4.17309 1.68153 -1.39022 -0.10
C -5.18710 2.53979 -0.99182 -0.06
C -4.88563 3.70927 -0.30732 -0.06
C -3.56520 4.02288 -0.02183 -0.07
C -2.55105 3.16279 -0.41249 -0.15
C -2.24523 -0.65326 -2.02807 -0.36
C -3.03262 -1.29716 -1.07256 -0.13
C -3.72014 -2.45634 -1.39304 -0.07
C -3.62082 -2.98925 -2.67165 -0.08
C -2.82090 -2.36767 -3.61811 -0.07
C -2.13223 -1.20461 -3.30093 -0.06
H 1.68802 1.89239 -5.30505 0.11
H -0.01306 3.06664 -6.67158 0.11
H -2.32491 3.31634 -5.80971 0.11
H -2.91883 2.40816 -3.61097 0.11
H -4.42168 0.77415 -1.92535 0.11
H -6.21621 2.29405 -1.21867 0.11
H -5.68055 4.37311 0.00573 0.11
H -3.32318 4.92831 0.51900 0.11
H -1.52669 3.41062 -0.16359 0.06
H -3.15702 -0.85645 -0.09034 0.06
H -4.34685 -2.93328 -0.65011 0.11
H -4.16879 -3.88637 -2.92924 0.11
H -2.73692 -2.78225 -4.61425 0.11
H -1.52649 -0.72017 -4.05599 0.11
O 4.61104 -0.82848 0.84775 0.08
C 3.43933 -0.85704 0.53779 -0.72
O 2.77269 0.04264 -0.09757 -0.25
C 2.62847 -2.11793 0.94276 -0.21
P 0.87001 -1.94595 0.54862 1.02
C 0.62669 -2.78423 -1.02496 -0.34
C 1.56190 -2.57550 -2.03903 -0.11
C 1.46176 -3.28963 -3.22104 -0.06
C 0.44306 -4.21856 -3.38683 -0.06
C -0.48316 -4.42790 -2.37569 -0.07
C -0.40120 -3.70814 -1.19416 -0.08
C -0.11870 -2.78563 1.79277 -0.39
C 0.38595 -3.86355 2.52040 -0.07
C -0.40278 -4.46711 3.48651 -0.06
C -1.68887 -4.00028 3.73286 -0.05
C -2.19512 -2.93132 3.00879 -0.06
C -1.40943 -2.32655 2.03970 -0.14
H 2.75938 -2.28712 2.01059 0.07
H 3.03984 -2.97448 0.40638 0.11
H 2.37013 -1.86901 -1.90092 0.08
H 2.18894 -3.13064 -4.00610 0.11
H 0.37725 -4.78780 -4.30491 0.11
H -1.27150 -5.15760 -2.50293 0.11
H -1.12093 -3.88105 -0.40459 0.11
H 1.38757 -4.23156 2.33593 0.12
H -0.01342 -5.30437 4.05044 0.11
H -2.29518 -4.47213 4.49460 0.11
H -3.19208 -2.55835 3.20386 0.11
H -1.80441 -1.49325 1.47257 0.03
Cl -1.03685 0.51955 4.46289 0.32
Si -1.25421 1.28042 2.57724 -0.73
Cl -3.21139 0.88761 2.07509 0.33
Cl -1.02036 3.31289 2.74266 0.31
```

Properties
Net charge: +1
HOMO-LUMO gap: 7.34 eV
Total energy: -5023.68702 a.u.
Relative energy (zero: lowest compared OMol25 entry of this formula, charge and spin): 0.016 eV
HOMO: -10.9 eV